(1)
{"formula": "C26H52FO12S6", "method": "wB97M-V/def2-TZVPD", "elements": ["C", "C", "F", "H", "H", "H", "H", "C", "C", "C", "S", "O", "O", "C", "H", "H", "H", "H", "H", "H", "H", "H", "C", "C", "C", "S", "O", "O", "C", "H", "H", "H", "H", "H", "H", "H", "H", "C", "C", "C", "S", "O", "O", "C", "H", "H", "H", "H", "H", "H", "H", "H", "C", "C", "C", "S", "O", "O", "C", "H", "H", "H", "H", "H", "H", "H", "H", "C", "C", "C", "S", "O", "O", "C", "H", "H", "H", "H", "H", "H", "H", "H", "C", "C", "C", "S", "O", "O", "C", "H", "H", "H", "H", "H", "H", "H", "H"], "xyz": [[-3.341, -4.469, -1.744], [-3.270, -4.082, -0.275], [-1.951, -4.688, 0.189], [-2.873, -3.773, -2.478], [-2.841, -5.434, -1.886], [-4.379, -4.612, -2.074], [-2.996, -3.017, -0.214], [-0.040, -0.968, 3.607], [-0.458, -2.396, 3.202], [-1.980, -2.401, 2.996], [-2.383, -0.730, 2.477], [-3.177, -0.066, 3.498], [-2.858, -0.683, 1.124], [-0.722, -0.070, 2.582], [1.040, -0.837, 3.573], [-0.393, -0.730, 4.614], [0.041, -2.671, 2.272], [-0.179, -3.127, 3.960], [-2.340, -3.074, 2.212], [-2.522, -2.573, 3.925], [-0.821, 0.984, 2.834], [-0.267, -0.202, 1.601], [3.528, 0.735, -1.478], [2.399, 1.657, -0.997], [1.589, 0.878, 0.027], [2.711, -0.291, 0.794], [2.273, -1.627, 0.488], [2.951, 0.051, 2.182], [4.137, 0.126, -0.216], [4.276, 1.274, -2.058], [3.112, -0.051, -2.110], [2.797, 2.563, -0.541], [1.763, 1.952, -1.830], [1.154, 1.506, 0.801], [0.824, 0.262, -0.446], [4.707, -0.789, -0.368], [4.724, 0.849, 0.351], [-1.598, -2.421, -5.006], [-0.289, -3.217, -4.924], [0.860, -2.209, -4.824], [0.169, -0.754, -4.025], [0.206, 0.369, -4.939], [0.727, -0.596, -2.705], [-1.511, -1.368, -3.908], [-2.465, -3.062, -4.855], [-1.689, -1.934, -5.980], [-0.316, -3.847, -4.035], [-0.154, -3.864, -5.791], [1.691, -2.552, -4.213], [1.228, -1.888, -5.795], [-2.183, -0.521, -4.019], [-1.615, -1.814, -2.917], [5.906, 0.161, -7.888], [5.061, 1.442, -7.825], [3.641, 1.035, -7.422], [3.819, -0.460, -6.430], [3.206, -1.558, -7.138], [3.471, -0.192, -5.063], [5.600, -0.606, -6.607], [6.970, 0.381, -7.973], [5.617, -0.438, -8.754], [5.479, 2.118, -7.077], [5.056, 1.969, -8.778], [3.118, 1.763, -6.806], [3.023, 0.761, -8.274], [5.842, -1.666, -6.632], [6.045, -0.136, -5.731], [-0.920, 5.107, 2.514], [0.068, 4.742, 3.630], [1.395, 4.376, 2.960], [1.448, 5.314, 1.417], [1.405, 4.379, 0.321], [2.483, 6.314, 1.459], [-0.175, 6.059, 1.585], [-1.824, 5.568, 2.908], [-1.216, 4.211, 1.964], [0.210, 5.601, 4.289], [-0.298, 3.917, 4.238], [2.279, 4.641, 3.535], [1.445, 3.325, 2.677], [-0.595, 6.151, 0.586], [-0.031, 7.044, 2.029], [-4.936, -1.497, 6.248], [-6.208, -1.156, 7.036], [-5.769, -0.728, 8.439], [-4.114, -0.020, 8.248], [-3.175, -0.844, 8.971], [-4.145, 1.396, 8.519], [-3.970, -0.347, 6.497], [-5.125, -1.606, 5.182], [-4.505, -2.432, 6.614], [-6.731, -0.335, 6.543], [-6.892, -2.002, 7.083], [-6.397, 0.036, 8.893], [-5.660, -1.571, 9.119], [-2.931, -0.571, 6.272], [-4.265, 0.553, 5.960]], "spin_multiplicity": 1, "homo_lumo_gap_ha": 0.11781, "charge": -1, "homo_ev": -1.6}


(2)
{"formula": "C26H52O52S13", "method": "wB97M-V/def2-TZVPD", "elements": ["C", "C", "O", "S", "O", "O", "O", "H", "H", "H", "H", "C", "C", "O", "S", "O", "O", "O", "H", "H", "H", "H", "C", "C", "O", "S", "O", "O", "O", "H", "H", "H", "H", "C", "C", "O", "S", "O", "O", "O", "H", "H", "H", "H", "C", "C", "O", "S", "O", "O", "O", "H", "H", "H", "H", "C", "C", "O", "S", "O", "O", "O", "H", "H", "H", "H", "C", "C", "O", "S", "O", "O", "O", "H", "H", "H", "H", "C", "C", "O", "S", "O", "O", "O", "H", "H", "H", "H", "C", "C", "O", "S", "O", "O", "O", "H", "H", "H", "H", "C", "C", "O", "S", "O", "O", "O", "H", "H", "H", "H", "C", "C", "O", "S", "O", "O", "O", "H", "H", "H", "H", "C", "C", "O", "S", "O", "O", "O", "H", "H", "H", "H", "C", "C", "O", "S", "O", "O", "O", "H", "H", "H", "H"], "xyz": [[-1.791, -6.792, -1.044], [-1.092, -5.415, -1.293], [-0.725, -5.565, -2.672], [-0.386, -7.065, -3.095], [0.900, -7.459, -2.597], [-0.746, -7.225, -4.484], [-1.523, -7.705, -2.110], [-2.866, -6.583, -1.049], [-1.692, -7.318, -0.096], [-0.251, -5.357, -0.604], [-1.747, -4.552, -1.266], [3.204, -2.459, 4.697], [4.428, -3.313, 4.258], [5.049, -3.749, 5.485], [4.120, -3.406, 6.766], [4.892, -2.995, 7.903], [3.119, -4.420, 6.956], [3.524, -2.084, 6.003], [2.263, -3.005, 4.627], [3.211, -1.563, 4.078], [5.249, -2.818, 3.738], [4.213, -4.221, 3.693], [-5.166, 2.111, 2.661], [-4.374, 2.778, 3.761], [-3.129, 3.063, 3.131], [-3.301, 3.320, 1.512], [-2.538, 2.295, 0.848], [-3.012, 4.698, 1.230], [-4.920, 3.059, 1.589], [-6.227, 2.005, 2.869], [-4.767, 1.132, 2.383], [-4.191, 2.086, 4.579], [-5.006, 3.617, 4.054], [-1.313, 0.256, 3.374], [-0.215, -0.715, 3.844], [-0.398, -0.858, 5.271], [-1.855, -0.290, 5.723], [-1.785, 0.356, 6.999], [-2.856, -1.293, 5.466], [-1.908, 0.816, 4.523], [-2.083, -0.318, 2.855], [-0.865, 1.065, 2.804], [0.802, -0.331, 3.811], [-0.281, -1.711, 3.407], [-5.207, 0.558, -0.590], [-5.669, -0.635, -1.466], [-4.565, -1.514, -1.667], [-3.291, -1.056, -0.820], [-2.378, -0.242, -1.587], [-2.777, -2.211, -0.131], [-4.170, -0.086, 0.159], [-6.017, 0.940, 0.022], [-4.769, 1.372, -1.168], [-6.108, -0.372, -2.427], [-6.394, -1.228, -0.908], [-0.159, 1.383, -5.328], [0.386, 0.870, -6.623], [0.207, 1.914, -7.619], [-0.354, 3.295, -7.039], [-1.748, 3.400, -7.417], [0.484, 4.396, -7.384], [-0.087, 2.796, -5.512], [0.357, 1.086, -4.417], [-1.205, 1.146, -5.111], [-0.096, -0.048, -6.962], [1.424, 0.536, -6.603], [0.686, 5.801, 2.723], [0.363, 4.395, 2.356], [0.624, 3.650, 3.509], [0.294, 4.544, 4.847], [1.451, 4.495, 5.689], [-0.925, 4.081, 5.459], [0.100, 5.925, 4.029], [0.293, 6.496, 1.984], [1.770, 5.932, 2.766], [0.959, 4.026, 1.524], [-0.706, 4.337, 2.142], [2.820, -1.426, -3.863], [2.903, -2.933, -3.678], [1.661, -3.534, -3.919], [0.435, -2.499, -4.051], [-0.498, -2.694, -2.982], [-0.028, -2.418, -5.408], [1.411, -1.201, -3.773], [3.004, -1.107, -4.894], [3.378, -0.788, -3.182], [3.281, -3.128, -2.672], [3.626, -3.347, -4.382], [-2.033, -3.904, 3.364], [-2.745, -3.696, 4.754], [-4.054, -3.341, 4.426], [-4.199, -2.739, 2.953], [-3.675, -1.400, 2.772], [-5.522, -3.046, 2.472], [-3.136, -3.806, 2.441], [-1.616, -4.884, 3.145], [-1.356, -3.128, 3.001], [-2.251, -2.951, 5.378], [-2.630, -4.620, 5.320], [5.760, -0.162, 1.562], [4.705, -0.227, 0.452], [3.786, 0.833, 0.694], [3.830, 1.287, 2.297], [2.649, 0.916, 3.007], [4.384, 2.610, 2.488], [5.034, 0.255, 2.676], [6.524, 0.587, 1.353], [6.102, -1.197, 1.537], [4.184, -1.181, 0.389], [5.213, -0.098, -0.506], [4.542, 2.521, -6.016], [3.051, 2.929, -5.917], [2.750, 2.311, -4.687], [3.920, 2.692, -3.620], [3.820, 1.793, -2.492], [3.953, 4.127, -3.483], [5.100, 2.330, -4.695], [5.250, 3.159, -6.546], [4.623, 1.598, -6.593], [2.528, 2.405, -6.713], [2.717, 3.965, -5.901], [0.258, 0.530, 0.201], [1.220, 0.095, -0.908], [1.299, -1.305, -0.807], [0.997, -1.837, 0.681], [2.144, -1.646, 1.545], [0.345, -3.117, 0.766], [-0.075, -0.675, 0.908], [-0.713, 0.781, -0.223], [0.691, 1.287, 0.853], [2.167, 0.618, -0.812], [0.836, 0.435, -1.868], [-2.002, 4.354, -3.469], [-2.575, 3.262, -2.525], [-1.461, 2.793, -1.811], [-0.213, 3.760, -1.739], [0.980, 2.979, -1.944], [-0.225, 4.603, -0.567], [-0.674, 4.617, -3.068], [-2.584, 5.271, -3.385], [-2.013, 4.008, -4.501], [-3.127, 2.485, -3.044], [-3.211, 3.785, -1.806]], "spin_multiplicity": 1, "homo_lumo_gap_ha": 0.38058, "charge": 0, "homo_ev": -10.7}


(3)
{"formula": "C26H53BFN3O7P", "method": "wB97M-V/def2-TZVPD", "elements": ["C", "C", "C", "C", "C", "C", "C", "C", "C", "C", "C", "P", "O", "O", "C", "C", "N", "C", "C", "B", "O", "O", "C", "N", "C", "C", "O", "O", "C", "C", "N", "C", "F", "C", "C", "H", "H", "H", "H", "H", "H", "H", "H", "H", "H", "H", "H", "H", "H", "H", "H", "H", "H", "H", "H", "H", "H", "H", "H", "H", "H", "H", "H", "H", "H", "H", "H", "H", "H", "H", "H", "H", "H", "H", "H", "H", "H", "H", "H", "H", "H", "H", "C", "C", "O", "C", "H", "H", "H", "H", "H", "H"], "xyz": [[-1.184, 2.126, -5.181], [-0.788, 0.592, -4.656], [-2.082, 0.035, -3.810], [-2.165, -1.634, -3.761], [-1.571, -2.193, -2.332], [-2.380, -3.518, -1.746], [-1.323, -4.310, -0.775], [-1.655, -4.231, 0.828], [-1.752, -2.664, 1.408], [-0.777, -2.356, 2.660], [0.198, -1.055, 2.572], [0.983, -0.971, 0.881], [1.615, -2.425, 0.230], [1.780, 0.477, 0.439], [-0.610, 0.407, 2.664], [-1.318, 1.009, 1.321], [-2.473, 1.991, 1.612], [-3.677, 1.664, 0.753], [0.674, 1.219, 3.350], [0.539, 2.835, 3.088], [0.671, 3.540, 1.798], [0.302, 3.712, 4.289], [0.848, 5.062, 4.060], [1.647, 0.474, 4.029], [2.839, 1.058, 4.738], [3.909, 1.898, 3.845], [5.024, 2.335, 4.495], [3.843, 2.221, 2.414], [1.112, -0.978, 3.976], [0.252, -0.907, 5.411], [-0.175, -2.203, 5.997], [2.123, -2.220, 4.265], [2.803, -2.171, 5.614], [3.305, -2.509, 3.183], [4.114, -1.235, 2.592], [-1.368, 2.837, -4.259], [-2.170, 2.139, -5.827], [-0.295, 2.620, -5.795], [-0.495, -0.050, -5.590], [0.184, 0.741, -3.994], [-2.029, 0.518, -2.738], [-3.061, 0.481, -4.326], [-1.418, -1.993, -4.612], [-3.263, -1.976, -3.994], [-0.438, -2.493, -2.526], [-1.552, -1.286, -1.593], [-3.346, -3.152, -1.153], [-2.801, -4.180, -2.644], [-1.366, -5.451, -1.081], [-0.214, -3.952, -0.919], [-2.671, -4.813, 1.054], [-0.811, -4.811, 1.394], [-1.669, -1.980, 0.470], [-2.879, -2.566, 1.790], [-1.475, -2.191, 3.615], [-0.147, -3.333, 2.880], [1.267, -3.230, 0.755], [2.500, 0.220, -0.228], [-1.532, 0.158, 3.357], [-0.574, 1.592, 0.591], [-1.819, 0.183, 0.620], [-2.740, 1.873, 2.615], [-3.348, 1.784, -0.370], [-4.505, 2.480, 1.025], [-4.041, 0.579, 1.018], [1.517, 3.305, 1.315], [1.021, 5.596, 5.112], [1.882, 5.091, 3.513], [0.005, 5.680, 3.490], [3.469, 0.277, 5.377], [2.404, 1.818, 5.550], [4.190, 3.157, 2.319], [-0.675, -0.197, 5.359], [0.989, -0.401, 6.204], [-0.382, -2.967, 5.329], [-1.053, -2.047, 6.563], [1.509, -3.246, 4.294], [4.110, -3.186, 3.751], [2.847, -3.246, 2.363], [3.432, -0.345, 2.268], [4.733, -1.586, 1.633], [4.916, -0.799, 3.337], [-0.650, 1.571, -10.066], [-0.480, 2.825, -9.251], [-1.145, 3.022, -8.236], [0.536, 3.829, -9.727], [-1.416, 0.940, -9.605], [-0.972, 1.827, -11.079], [0.291, 1.016, -10.095], [0.267, 4.186, -10.724], [1.530, 3.374, -9.740], [0.551, 4.683, -9.041]], "spin_multiplicity": 1, "homo_lumo_gap_ha": 0.20097, "charge": 1, "homo_ev": -10.2}


(4)
{"formula": "C26H53Br2GaN", "method": "wB97M-V/def2-TZVPD", "elements": ["C", "C", "Br", "C", "Br", "Ga", "C", "C", "C", "C", "N", "C", "H", "H", "H", "H", "H", "H", "H", "H", "H", "H", "H", "C", "C", "C", "C", "C", "C", "H", "H", "H", "H", "H", "H", "H", "H", "H", "H", "H", "H", "H", "H", "C", "C", "C", "C", "C", "C", "H", "H", "H", "H", "H", "H", "H", "H", "H", "H", "H", "H", "H", "H", "C", "C", "C", "C", "C", "C", "H", "H", "H", "H", "H", "H", "H", "H", "H", "H", "H", "H", "H", "H"], "xyz": [[0.803, -4.212, -3.625], [1.004, -2.670, -3.843], [-0.365, -1.888, -5.040], [1.044, -1.831, -2.472], [0.590, 0.080, -2.777], [-0.128, -2.683, -0.957], [1.264, -3.516, 0.350], [1.601, -4.958, 0.311], [2.630, -5.328, 1.280], [3.283, -4.423, 2.188], [2.940, -3.111, 2.231], [1.992, -2.739, 1.343], [1.274, -4.560, -2.678], [-0.284, -4.448, -3.705], [1.311, -4.731, -4.480], [2.011, -2.527, -4.324], [2.123, -1.839, -2.149], [-0.943, -1.521, -0.178], [-1.131, -3.801, -1.500], [1.127, -5.672, -0.389], [2.937, -6.404, 1.320], [4.073, -4.796, 2.870], [1.719, -1.652, 1.376], [-0.265, 4.031, -0.044], [0.421, 2.911, 0.728], [-0.416, 1.635, 0.817], [-1.746, 1.777, 1.557], [-1.644, 2.281, 2.997], [-0.858, 1.346, 3.909], [-1.189, 4.351, 0.443], [0.392, 4.903, -0.110], [-0.504, 3.712, -1.061], [0.691, 3.264, 1.729], [1.364, 2.669, 0.226], [0.184, 0.854, 1.294], [-0.623, 1.276, -0.195], [-2.245, 0.802, 1.558], [-2.406, 2.449, 0.996], [-2.657, 2.389, 3.400], [-1.197, 3.280, 3.023], [-1.312, 0.353, 3.932], [-0.848, 1.735, 4.931], [0.179, 1.243, 3.585], [-5.439, -0.083, 0.189], [-6.590, 0.789, 0.675], [-6.228, 1.648, 1.887], [-5.849, 0.871, 3.151], [-6.909, -0.104, 3.663], [-8.209, 0.578, 4.074], [-5.132, -0.806, 0.947], [-5.740, -0.643, -0.699], [-4.573, 0.527, -0.076], [-7.461, 0.163, 0.894], [-6.890, 1.454, -0.141], [-7.069, 2.314, 2.108], [-5.391, 2.302, 1.621], [-5.620, 1.593, 3.943], [-4.920, 0.318, 2.974], [-6.503, -0.631, 4.532], [-7.119, -0.870, 2.911], [-8.029, 1.320, 4.857], [-8.915, -0.159, 4.465], [-8.687, 1.077, 3.230], [3.992, 0.266, -1.180], [4.715, -0.169, -2.448], [6.234, -0.007, -2.367], [6.726, 1.430, -2.182], [6.278, 2.416, -3.262], [6.796, 2.066, -4.652], [4.136, 1.330, -0.977], [2.919, 0.092, -1.283], [4.345, -0.302, -0.315], [4.316, 0.380, -3.306], [4.491, -1.225, -2.631], [6.682, -0.432, -3.271], [6.611, -0.611, -1.534], [7.821, 1.418, -2.145], [6.399, 1.805, -1.207], [6.646, 3.412, -2.995], [5.187, 2.488, -3.284], [7.888, 2.029, -4.663], [6.477, 2.820, -5.375], [6.415, 1.101, -4.993]], "spin_multiplicity": 1, "homo_lumo_gap_ha": 0.29387, "charge": -1, "homo_ev": -5.4}